Entry 1:
Formula: H19O9
Source: the OMol25 dataset
Level of theory: the ωB97M-V functional and the def2-TZVPD basis

Summary:
Kohn-Sham gap (alpha / beta)	2.98 / 10.95	eV
HOMO energy (alpha / beta)	-2.78 / -10.86	eV
spin multiplicity	2
strongest force on any atom	2.79	eV/A

Each line ends with the Mulliken charge.
Positions of all 28 atoms, in Å:
O1 1.7542 -1.7427 2.9361  -0.88
H1 1.8118 -1.5459 3.8860  0.35
H2 -2.4831 -2.1171 -1.2436  0.34
O2 2.7186 0.6839 2.0875  -0.80
H3 2.5667 -0.2341 2.4549  0.42
O3 -1.7992 -1.6013 -3.1470  -0.82
H4 2.5214 -0.3704 -0.0043  0.10
H5 -0.8361 -1.5795 -3.1198  0.32
O4 1.9985 -0.0377 -0.7618  -0.07
H6 2.3615 -2.4930 2.9967  0.42
H7 3.5404 0.7990 2.6141  0.35
O5 -0.6240 0.0172 -0.0651  -0.73
H8 -0.8183 2.4877 -2.6258  0.29
H9 -0.4564 -0.8966 0.1926  0.26
O6 -1.1166 1.5913 -2.7876  -0.73
H10 -1.9352 1.4361 -2.2267  0.36
H11 -0.7770 -0.1688 -1.0170  0.13
O7 -2.0283 2.1574 1.4552  -0.69
H12 -2.1525 -1.4286 -4.0197  0.36
H13 -2.5539 1.6588 0.8165  0.31
O8 0.9881 1.8731 0.4927  -0.68
H14 2.2480 -0.4351 -1.6213  0.18
H15 -2.4853 2.9993 1.4927  0.32
O9 -2.7894 -2.3180 -0.3200  -0.70
H16 1.3556 1.6336 1.3925  0.42
H17 -0.0153 1.4611 0.5229  0.45
H18 1.4256 1.3493 -0.2812  0.37
H19 -2.4198 -3.1791 -0.0996  0.34

Entry 2:
Formula: C2H11N5
Source: the OMol25 dataset
Level of theory: the ωB97M-V functional and the def2-TZVPD basis

Summary:
Kohn-Sham gap	8.35	eV
SMILES	NN=C(N)N.CN
HOMO energy	-7.42	eV
strongest force on any atom	0.47	eV/A

Each line ends with the Mulliken charge.
Positions of all 18 atoms, in Å:
N1 0.6580 1.6222 -0.9525  -0.61
N2 1.0147 0.3514 -1.4262  -0.33
C1 0.1354 -0.5551 -1.5635  0.48
N3 0.5556 -1.8161 -1.9871  -0.53
N4 -1.2306 -0.4609 -1.3185  -0.55
H1 0.0739 1.5872 -0.1147  0.27
H2 1.5293 2.0912 -0.7256  0.28
H3 -0.0953 -2.2603 -2.6208  0.23
H4 1.4893 -1.7751 -2.3697  0.26
H5 -1.6661 -1.3074 -0.9875  0.24
H6 -1.5030 0.3611 -0.8052  0.28
C2 -0.1768 -0.2537 2.0096  -0.78
N5 -0.1573 1.2051 1.9750  -0.55
H7 -1.1806 -0.5943 1.7580  0.26
H8 0.0983 -0.6834 2.9808  0.33
H9 0.5142 -0.6257 1.2581  0.29
H10 0.7658 1.5351 2.2461  0.21
H11 -0.8250 1.5786 2.6436  0.21

Entry 3:
Formula: C16H16N2O2
Source: the OMol25 dataset
Level of theory: the ωB97M-V functional and the def2-TZVPD basis

Summary:
Kohn-Sham gap	8.75	eV
SMILES	CCCCOC(=O)c1cc2c(cn1)[nH]c1ccccc12
HOMO energy	-8.39	eV
strongest force on any atom	0.85	eV/A

Each line ends with the Mulliken charge.
Positions of all 36 atoms, in Å:
C1 -4.0599 -1.8160 -0.6123  -0.89
C2 -5.0667 -0.6749 -0.7082  -0.40
C3 -5.0053 0.2754 0.4907  -0.64
C4 -3.8756 1.2936 0.4019  -0.58
O1 -2.6211 0.6260 0.4855  -0.18
C5 -1.5436 1.3252 0.1508  0.22
O2 -1.5612 2.4954 -0.1575  -0.64
C6 -0.3064 0.5000 0.1910  0.23
C7 0.9265 1.1310 0.0563  -0.61
C8 2.0542 0.3260 0.0923  1.22
C9 1.8816 -1.0738 0.2564  -0.24
C10 0.5973 -1.5969 0.3732  -0.64
N1 -0.4600 -0.8194 0.3415  -0.42
N2 3.1079 -1.6765 0.2642  -0.01
C11 4.0821 -0.7190 0.1107  -0.23
C12 5.4606 -0.8618 0.0603  -0.79
C13 6.2173 0.2822 -0.1039  -0.43
C14 5.6231 1.5388 -0.2158  -0.80
C15 4.2521 1.6876 -0.1662  -0.33
C16 3.4694 0.5512 -0.0014  0.75
H1 -4.2801 -2.4387 0.2521  0.28
H2 -4.1110 -2.4378 -1.5038  0.34
H3 -3.0485 -1.4355 -0.5061  0.13
H4 -4.8930 -0.1070 -1.6250  0.28
H5 -6.0736 -1.0955 -0.7688  0.30
H6 -5.9388 0.8376 0.5608  0.36
H7 -4.8847 -0.3043 1.4067  0.27
H8 -3.9184 1.8516 -0.5412  0.39
H9 -3.9442 2.0177 1.2235  0.33
H10 0.9726 2.2006 -0.0693  0.53
H11 0.4126 -2.6566 0.4923  0.38
H12 3.2727 -2.6633 0.3663  0.20
H13 5.9246 -1.8330 0.1463  0.39
H14 7.2933 0.2027 -0.1469  0.38
H15 6.2516 2.4072 -0.3433  0.39
H16 3.7923 2.6599 -0.2531  0.46

Entry 4:
Formula: C17H35BNO4P2Pm
Source: the OMol25 dataset
Level of theory: the ωB97M-V functional and the def2-TZVPD basis

Summary:
Kohn-Sham gap (alpha / beta)	6.11 / 6.22	eV
HOMO energy (alpha / beta)	-15.09 / -15.14	eV
total charge	+2
spin multiplicity	5
strongest force on any atom	4.50	eV/A

Each line ends with the Mulliken charge.
Positions of all 61 atoms, in Å:
Pm1 0.9780 0.6070 0.0003  0.43
P1 0.8430 -2.3230 -0.0844  0.80
C1 0.3610 -2.7161 -1.8417  -1.25
C2 -0.3644 -1.5703 -2.5429  0.49
N1 -0.6433 -0.3653 -1.9545  0.26
C3 -1.6451 0.3918 -2.4949  0.49
C4 -2.2984 -0.0292 -3.6457  -0.81
C5 -1.9128 -1.1834 -4.3198  -0.60
C6 -0.8658 -1.9200 -3.7947  -0.90
C7 -2.1806 1.6590 -1.8395  -1.01
P2 -0.9800 2.6269 -0.8432  0.71
H1 -0.5386 -2.8397 -4.2787  0.50
H2 -3.1149 0.5649 -4.0361  0.44
H3 -2.3833 -1.5053 -5.2398  0.48
H4 -2.6425 2.3361 -2.5788  0.53
H5 -3.0123 1.4007 -1.1684  0.45
H6 1.2579 -3.0537 -2.4065  0.52
H7 -0.3414 -3.5743 -1.9187  0.59
H8 4.3762 0.2618 -3.1436  0.31
O1 4.1657 -0.6365 -3.4483  -0.61
H9 3.5106 -0.5207 -4.1714  0.32
H10 2.0068 -0.3280 1.6651  -0.09
O2 2.5403 2.0390 -0.0263  -0.67
H11 3.1814 2.5443 -0.5508  0.25
C8 -0.3812 3.7546 -2.1713  -1.31
H12 -1.1955 4.3608 -2.6013  0.40
H13 0.3793 4.4121 -1.7231  0.39
H14 0.0815 3.1601 -2.9736  0.36
C9 -2.1118 3.7429 0.0806  -1.17
H15 -1.4858 4.4167 0.6891  0.41
H16 -2.7610 4.3384 -0.5853  0.39
H17 -2.7389 3.1183 0.7369  0.32
C10 -0.0053 -3.7942 0.5826  -1.42
H18 0.5767 -4.7174 0.4259  0.48
H19 -0.1865 -3.6371 1.6430  0.24
H20 -0.9722 -3.8749 0.0618  0.47
C11 2.6038 -2.8656 -0.0750  -1.38
H21 3.0155 -2.5614 0.8926  0.41
H22 2.7051 -3.9573 -0.1574  0.45
H23 3.2101 -2.3742 -0.8535  0.40
C12 -2.2557 1.2184 4.1682  -1.83
C13 -1.0356 0.4418 3.7337  1.40
C14 0.1880 1.2125 4.2271  -1.80
O3 -0.9752 0.4341 2.2843  -0.59
B1 -0.4461 -0.8410 1.9333  1.64
O4 -0.7736 -1.7772 2.8788  -0.46
C15 -1.0515 -1.0925 4.1321  1.45
C16 0.0229 -1.5381 5.1146  -1.82
C17 -2.3841 -1.6198 4.6269  -1.92
H24 -2.1676 2.2626 3.8402  0.47
H25 -2.3161 1.2352 5.2671  0.39
H26 -3.1944 0.7993 3.7918  0.34
H27 0.0895 2.2736 3.9538  0.47
H28 0.2366 1.1878 5.3242  0.45
H29 1.1319 0.8429 3.7998  0.26
H30 -0.1419 -1.0821 6.1022  0.41
H31 -0.0449 -2.6303 5.2365  0.45
H32 1.0297 -1.2785 4.7588  0.34
H33 -3.2048 -1.3416 3.9584  0.38
H34 -2.3365 -2.7136 4.6917  0.49
H35 -2.6192 -1.2497 5.6346  0.41